Record 1
24
Properties=species:S:1:pos:R:3 method="wB97M-V/def2-TZVPD" multiplicity=6 homo_energy_ev="-9.060 / -9.926" lumo_ev="-1.800 / -3.428" de_lowest_kcal_mol=0.0
Pt -1.21 1.41 -2.98
Te -0.42 2.53 -5.13
Ge -3.00 -0.52 -1.18
Cl -2.96 -2.69 -0.89
Cl -3.12 2.08 -1.63
Cl -2.68 -0.58 -3.50
O 0.84 1.29 -2.54
O -2.09 0.00 2.97
O 2.31 -0.38 -2.43
O 2.50 -0.62 3.92
O -2.89 -0.12 1.00
O 3.95 -0.40 2.34
O -1.20 -0.11 -1.05
N 2.81 -0.46 2.76
N -1.93 -0.12 1.79
C 1.44 0.28 -1.94
C -0.30 -0.11 -0.09
C 1.04 0.02 -0.49
C 0.43 -0.34 2.22
C 1.73 -0.31 1.78
C 2.05 -0.12 0.44
C -0.58 -0.23 1.27
H 3.08 -0.08 0.12
H 0.20 -0.44 3.26

Record 2
44
Properties=species:S:1:pos:R:3 method="wB97M-V/def2-TZVPD" homo_energy_ev=-12.489 charge=+1 lumo_ev=-3.364 de_lowest_kcal_mol=50.9
O -4.27 0.84 3.59
O 1.05 -2.84 2.82
O 0.24 -1.40 -2.73
O 0.81 4.43 0.77
O 5.21 1.78 0.36
O -3.96 0.22 -2.60
N -1.06 0.48 1.00
C -3.68 0.74 -4.82
C 5.07 0.78 -0.65
C -3.90 2.61 -3.14
C 3.27 -3.87 2.41
C 3.01 -1.80 3.71
C -4.36 1.22 -3.52
C 2.33 -3.18 3.40
H -3.77 -0.33 -5.02
H 1.77 4.44 0.78
H -4.36 3.33 -3.82
H 2.22 -1.17 4.12
H -5.43 1.11 -3.71
H -1.88 0.38 1.58
H 3.79 -1.94 4.46
H 2.82 -4.63 1.77
H -2.84 2.73 -3.35
H 4.02 -4.51 2.89
H 2.14 -3.71 4.33
H -0.61 -1.74 -3.01
H -4.16 3.00 -2.15
H -1.41 0.12 0.13
H -5.19 0.91 3.35
H 5.62 -0.15 -0.48
H -0.66 1.40 0.85
H -4.28 0.61 4.52
H 0.88 -2.01 -3.08
H -4.74 -0.13 -2.17
H -4.12 1.30 -5.64
H -0.36 -0.16 1.35
H 3.72 -3.21 1.67
H -2.63 0.97 -4.66
H 0.53 -3.62 2.63
H 5.79 1.42 1.04
H 4.03 0.47 -0.72
H 3.46 -1.33 2.84
H 0.56 5.33 0.58
H 5.33 1.10 -1.66

Number 1: calculated total energy -129221.315 eV. Number 2: calculated total energy -21513.192 eV.